Computed, not measured: an isolated molecule of C6H9NO4S, with ωB97M-V/def2-TZVPD.

Positions of all 21 atoms, in Å:
C: -2.97784 0.26567 0.14125
C: -2.25726 1.24429 -0.37543
C: 3.30476 0.29847 0.09213
C: -2.43618 -0.98481 0.70557
C: -0.08887 0.27289 -0.68085
C: 2.10060 1.13581 -0.33618
N: 0.81193 0.79977 0.20411
O: 4.39632 0.75267 0.05162
O: 3.09601 -0.85650 0.68606
O: 0.15340 -1.75320 0.90720
O: -0.95498 -2.20544 -1.19651
S: -0.80413 -1.29575 -0.09649
H: -4.01898 0.25953 0.27159
H: -2.48084 2.04472 -1.04664
H: -2.64114 -1.05691 1.74480
H: -2.89269 -1.93910 0.20371
H: -0.07603 0.42360 -1.68883
H: 2.19133 1.25699 -1.44092
H: 2.45505 2.14602 -0.04215
H: 0.93209 0.30216 1.13628
H: 2.18745 -1.11087 0.75968

Forces on atoms 1 to 2 (eV/Å):
C 0.82 0.53 -0.22
C 2.63 -2.64 -0.85

Output
E_LUMO (spin up / spin down) in eV: -0.4 / -0.4
Orbital gap (spin up / spin down) in hartree: 0.301 / 0.301
Highest occupied orbital energy (spin up / spin down) in hartree: -0.315 / -0.315
Electronic energy in eV: -26878.16043
Total charge: 0
ΔE to the lowest compared entry with this formula, charge and spin in kcal/mol: 69.2